Entry 1:
Computed, not measured: a 2-piece molecular cluster, C5H14OSSi overall at a distorted geometry, with the ωB97M-V functional and the def2-TZVPD basis.

Positions of all 22 atoms, in Å:
C  1.587  1.439  -0.010
S  -1.445  0.595  -2.548
H  3.139  -1.374  0.292
C  -3.127  0.613  -1.921
H  -1.180  0.348  1.884
H  -3.742  1.266  -2.560
H  0.800  2.119  -0.353
C  -0.254  -0.116  2.075
H  0.090  0.478  2.887
Si  0.913  -0.253  0.602
H  -3.044  1.061  -0.927
H  -0.961  -1.749  -0.306
H  -0.492  -1.113  2.518
H  2.213  1.793  0.840
H  2.313  1.250  -0.797
H  2.038  -2.389  1.301
H  -3.497  -0.401  -1.871
C  2.380  -1.393  1.036
C  -0.116  -1.229  -0.583
O  -0.879  1.886  -2.171
H  0.483  -1.851  -1.330
H  2.781  -0.982  1.941

Maximum force ... 3.57 eV Å⁻¹
Energy above the lowest of the compared OMol25 structures with the same formula, charge and spin ... 72.6 kcal/mol
Total charge ... 0
Multiplicity ... 1
Energy ... -961.7312 a.u.

Results of the natural (NBO) charge analysis, in e, for atoms 1 through 4: number 1, C, carries -1.085; number 2, S, carries 1.032; number 3, H, carries 0.234; number 4, C, carries -0.853



Entry 2:
Computed, not measured: H16NaO8 as an isolated structure, with the ωB97M-V functional and the def2-TZVPD basis.

Positions of all 25 atoms, in Å:
Na  1.994  -15.338  -1.694
H  -0.621  -16.526  1.323
H  3.767  -17.822  -4.834
O  2.564  -11.213  -0.006
O  -1.041  -13.125  1.620
H  4.767  -17.473  -3.752
H  -1.514  -16.041  -4.215
H  -1.347  -16.744  -5.545
O  -0.929  -12.846  -2.766
H  -1.267  -12.510  -3.596
H  4.710  -15.388  2.432
H  5.505  -16.656  2.197
H  -1.619  -12.656  -2.130
H  2.330  -10.390  0.424
O  -1.271  -16.882  -4.601
O  4.907  -16.045  1.764
H  -0.509  -12.630  0.996
H  3.521  -11.200  -0.043
H  3.769  -12.671  -4.150
H  -1.944  -12.954  1.353
O  4.191  -13.525  -4.059
H  -0.166  -17.928  1.666
H  5.128  -13.331  -4.057
O  -0.055  -17.234  1.016
O  3.885  -17.822  -3.884

Maximum force ... 0.54 eV Å⁻¹
Energy above the lowest of the compared OMol25 structures with the same formula, charge and spin ... 59.2 kcal/mol
Total charge ... +1
Multiplicity ... 1
Energy ... -773.6052 a.u.

Results of the natural (NBO) charge analysis, in e, for atoms 1 through 4: number 1, Na, carries 0.995; number 2, H, carries 0.477; number 3, H, carries 0.480; number 4, O, carries -0.954



Entry 3:
Computed, not measured: a 2-piece molecular cluster, C4H4N2O2 overall at a distorted geometry, with the ωB97M-V functional and the def2-TZVPD basis.

Positions of all 12 atoms, in Å:
O  -1.678  -2.048  -1.100
C  1.133  -0.232  0.921
H  1.349  1.857  -0.007
O  -0.383  -0.881  -2.300
H  1.536  -0.037  1.864
N  -2.488  1.074  1.179
C  -1.439  0.713  0.889
C  1.033  0.832  -0.069
H  1.213  0.689  -1.144
H  0.963  -1.230  0.588
C  -0.216  0.381  0.543
N  -1.022  -1.117  -1.364

Maximum force ... 3.85 eV Å⁻¹
Energy above the lowest of the compared OMol25 structures with the same formula, charge and spin ... 182.1 kcal/mol
Total charge ... 0
Multiplicity ... 1
Energy ... -414.5559 a.u.

Results of the natural (NBO) charge analysis, in e, for atoms 1 through 4: number 1, O, carries -0.281; number 2, C, carries -0.400; number 3, H, carries 0.248; number 4, O, carries -0.289



> Number 3 is which compound?

C4H4N2O2



> What is the total charge in the first record?

0